No. 1
Below is an isolated molecule of C7H11F, with properties calculated with the ωB97M-V functional and the def2-TZVPD basis.

As for the structure (SMILES): C[C@@H](F)C1=CCCC1. The value obtained for the relative energy (zero: lowest compared OMol25 entry of this formula, charge and spin) is 72.0 kcal/mol. Its frontier orbital gap is 9.473 eV.

ORCA input file:
```
! wB97M-V def2-TZVPD RIJCOSX def2/J DEFGRID3
* xyz 0 1
C -2.2463 -0.8193 0.5609
C -1.6899 0.1351 -0.5090
F -2.1531 1.4087 -0.3385
C -0.1753 0.1659 -0.5734
C 0.2928 1.3080 0.0866
C 1.7169 1.1568 0.1552
C 2.0901 -0.3673 -0.0331
C 0.7581 -0.9499 -0.5852
H -3.2267 -1.0003 0.3356
H -2.1952 -0.4339 1.6891
H -1.6474 -1.6858 0.6765
H -2.3619 -0.3094 -1.4555
H -0.1852 2.3191 0.4625
H 2.0298 1.5729 1.0812
H 2.3301 1.8514 -0.6518
H 2.1297 -0.6296 0.9789
H 3.2667 -0.7278 -0.1727
H 0.3650 -1.9191 -0.0465
H 0.9020 -1.0757 -1.6606
*
```


No. 2
Below is a structure of composition C28H36As2EuSi, with properties calculated with the ωB97M-V functional and the def2-TZVPD basis.

Its frontier orbital gap (spin up / spin down) is 5.761 / 5.627 eV.

ORCA input file:
```
! wB97M-V def2-TZVPD RIJCOSX def2/J DEFGRID3
* xyz 0 8
C 1.0881 2.0542 0.2325
C 0.1344 2.1756 -0.8294
C -1.1785 1.9901 -0.2740
H 0.3588 2.3256 -1.8930
C -1.0423 1.7538 1.1310
C 0.3618 1.7936 1.4499
H 0.7974 1.6083 2.4373
H 2.1794 2.0880 0.1317
H -2.1093 1.9574 -0.8530
H -1.8494 1.5249 1.8357
Eu 0.0268 -0.2154 0.0577
C -1.4932 -3.8112 -5.4353
H -2.1983 -3.8213 -4.5986
H -1.7804 -3.0311 -6.1506
H -0.4813 -3.6195 -5.0674
Si -0.0828 -0.9261 -2.4984
C 1.5786 -0.8991 -3.2629
C 2.3728 0.2628 -3.3119
H 2.0212 1.1768 -2.8396
C 3.6209 0.2580 -3.9480
H 4.2131 1.1721 -3.9778
C 4.1114 -0.9094 -4.5330
H 5.0855 -0.9156 -5.0164
C 3.3351 -2.0699 -4.4913
H 3.7079 -2.9860 -4.9486
C 2.0829 -2.0655 -3.8724
H 1.4878 -2.9735 -3.8555
C -1.2227 0.1768 -3.4250
C -0.8233 0.6993 -4.6685
H 0.1463 0.4245 -5.0748
C -1.6458 1.5713 -5.3892
H -1.3040 1.9627 -6.3459
C -2.9000 1.9318 -4.8983
H -3.5407 2.6055 -5.4629
C -3.3240 1.4163 -3.6731
H -4.3030 1.6849 -3.2778
C -2.4998 0.5542 -2.9459
H -2.8446 0.1795 -1.9818
H -0.5782 -2.2945 -2.5920
H -1.5166 -4.7891 -5.9402
C -0.9508 -4.0657 2.6263
As -0.6353 -2.3370 1.7688
C -2.5423 -1.8322 1.5750
C -0.1124 -1.4011 3.4480
C -0.9936 -1.3896 4.5204
C -0.6108 -0.7808 5.7256
C 0.6407 -0.1967 5.8366
C 1.5260 -0.2023 4.7498
C 1.1651 -0.8088 3.5456
As 2.2605 -0.7883 1.8677
C 3.4126 0.7055 2.5629
C 2.6842 -2.7535 1.6166
H -1.5214 -4.6700 1.9236
H -1.5236 -3.9287 3.5448
H 0.0078 -4.5377 2.8459
H -2.6370 -0.7454 1.5377
H -3.1019 -2.2336 2.4193
H -2.9074 -2.2715 0.6390
H -1.9805 -1.8488 4.4532
H -1.3015 -0.7729 6.5701
H 0.9403 0.2762 6.7760
H 2.4959 0.2823 4.8922
H 4.0316 1.0174 1.7285
H 2.8247 1.5626 2.9163
H 4.0326 0.3117 3.3560
H 3.3113 -2.8251 0.7281
H 3.2069 -3.1003 2.4966
H 1.7784 -3.3622 1.4492
*
```


No. 3
Below is a structure of composition C14H22AlBrCl30NO3, with properties calculated with the ωB97M-V functional and the def2-TZVPD basis.

Its frontier orbital gap is 6.149 eV.

ORCA input file:
```
! wB97M-V def2-TZVPD RIJCOSX def2/J DEFGRID3
* xyz -1 1
C 7.5102 -2.1685 0.6363
C 6.0754 -2.3902 1.1625
C 5.8001 -3.8384 1.6144
N 5.0435 -4.6702 0.6833
Al 3.3056 -4.1153 0.2520
O 3.2262 -3.6686 -1.4848
Br 1.8267 -5.9788 0.6175
C 2.6027 -2.5739 1.3698
O 1.2308 -2.8336 1.7786
O 1.2209 -3.3393 3.1152
H 8.0088 -3.1219 0.5242
H 8.0608 -1.5303 1.3136
H 7.4849 -1.6313 -0.3027
H 5.3640 -2.0469 0.4198
H 5.9486 -1.7232 2.0149
H 6.7798 -4.3035 1.7395
H 5.3339 -3.8787 2.5928
H 5.6066 -4.8848 -0.1287
H 3.8889 -2.9964 -1.6791
H 2.5286 -1.7060 0.7216
H 3.2080 -2.2926 2.2237
H 1.9749 -3.9481 3.1328
C 4.2739 1.1433 0.8692
Cl 4.4669 0.1883 2.3343
Cl 5.8365 1.7400 0.2899
Cl 3.4800 0.2019 -0.3955
H 3.6563 1.9964 1.1085
C -1.6673 -1.9568 2.3189
Cl -1.9354 -0.3698 3.0650
Cl -2.7951 -3.1451 2.9878
Cl -1.8166 -1.8289 0.5741
H -0.6605 -2.2784 2.5516
C 1.0677 4.0680 0.3043
Cl 2.2386 3.5047 -0.8865
Cl 1.2862 3.2299 1.8423
Cl 1.1704 5.8140 0.5284
H 0.0779 3.8351 -0.0665
C -2.2857 -7.0946 3.0855
Cl -2.1735 -8.1307 4.5215
Cl -0.6982 -6.6713 2.4749
Cl -3.2618 -7.8849 1.8375
H -2.7934 -6.1848 3.3750
C -2.2185 1.7049 -2.1463
Cl -0.7855 2.5368 -2.7686
Cl -2.6955 0.3920 -3.2251
Cl -1.9377 1.0966 -0.5218
H -3.0294 2.4191 -2.1077
C -2.0165 6.9245 2.5550
Cl -0.8589 8.1056 1.9371
Cl -2.0132 5.4504 1.5888
Cl -1.6788 6.5537 4.2485
H -3.0035 7.3610 2.4955
C -6.0744 2.0448 0.2715
Cl -4.8675 1.1729 1.2064
Cl -5.6845 2.0347 -1.4526
Cl -7.6850 1.3691 0.5343
H -6.0853 3.0723 0.6071
C -2.6348 9.2423 6.7760
Cl -2.1946 10.8923 6.3329
Cl -2.1144 8.8720 8.4195
Cl -4.3708 8.9856 6.5931
H -2.1274 8.5679 6.1015
C -4.2938 -0.2539 -6.4518
Cl -3.9096 -1.7177 -5.5504
Cl -4.0450 -0.4954 -8.1822
Cl -5.9504 0.2654 -6.1254
H -3.6256 0.5289 -6.1186
C -4.6586 -1.6156 -12.0520
Cl -5.6370 -0.8931 -13.3321
Cl -3.5499 -0.4208 -11.3686
Cl -5.6847 -2.3262 -10.8112
H -4.0659 -2.4063 -12.4900
*
```


No. 4
Below is an isolated molecule of C5H7N, with properties calculated with the ωB97M-V functional and the def2-TZVPD basis.

As for the structure (SMILES): Cc1cc[nH]c1. The value obtained for the relative energy (zero: lowest compared OMol25 entry of this formula, charge and spin) is 16.4 kcal/mol. Its frontier orbital gap is 9.171 eV.

ORCA input file:
```
! wB97M-V def2-TZVPD RIJCOSX def2/J DEFGRID3
* xyz 0 1
C 1.9412 0.1275 0.0302
C 0.4508 -0.0384 0.0092
C -0.4212 0.9087 0.6025
C -1.7112 0.5999 0.2380
N -1.6466 -0.5603 -0.4811
C -0.3410 -0.9803 -0.5908
H 2.2242 0.9528 0.6978
H 2.4738 -0.7751 0.3395
H 2.2908 0.4111 -0.9704
H -0.0654 1.2712 1.5458
H -2.6574 1.1126 0.3688
H -2.4470 -1.0771 -0.8019
H -0.0909 -1.9527 -0.9877
*
```


No. 5
Below is a cluster of 6 separate species, C38H89N5O4 in total, with properties calculated with the ωB97M-V functional and the def2-TZVPD basis.

As for the structure (SMILES): CC(C)CCOC(=O)OCC=O.CCN(CC)CC.CCN(CC)CC.CCN(CC)CC.CCN(CC)CC.CCN(CC)CC. Its frontier orbital gap is 8.138 eV.

ORCA input file:
```
! wB97M-V def2-TZVPD RIJCOSX def2/J DEFGRID3
* xyz 0 1
C 5.3316 5.4407 0.7466
C 4.3219 4.1943 0.6564
C 3.8821 4.0967 -0.9095
C 4.9783 2.7883 1.0862
C 5.6952 2.8033 2.5310
O 5.7310 1.3919 2.9905
C 6.8724 0.7332 2.4522
O 7.8287 0.5457 3.2539
O 6.9519 0.2533 1.1267
C 7.8627 -0.8853 1.0414
C 7.8836 -1.5897 -0.3923
O 8.7118 -1.1841 -1.2368
H 5.5618 5.7887 1.8070
H 6.3029 5.2599 0.1637
H 4.8022 6.3204 0.2147
H 3.4130 4.3454 1.3374
H 4.8706 4.0373 -1.4923
H 3.2406 4.9824 -1.2314
H 3.3777 3.0811 -1.0304
H 4.0926 2.0515 1.1745
H 5.6466 2.3796 0.2553
H 6.7496 3.2338 2.5389
H 5.0982 3.3651 3.3412
H 7.4752 -1.6732 1.7903
H 8.9391 -0.6320 1.3101
H 7.2080 -2.4855 -0.6716
C -2.1157 0.3097 2.9706
C -0.6012 0.4035 3.1167
N 0.0256 1.2768 2.1320
C 1.4765 1.1285 2.0635
C 2.2874 1.5103 3.3000
C -0.4662 2.6491 2.0810
C -0.4037 3.4761 3.3647
H -2.3968 0.0254 1.9529
H -2.5079 -0.4508 3.6510
H -2.6082 1.2536 3.2176
H -0.2059 -0.6104 2.9900
H -0.3590 0.7072 4.1436
H 1.8572 1.6910 1.2022
H 1.6962 0.0801 1.8272
H 2.3387 2.5927 3.4321
H 3.3164 1.1583 3.1850
H 1.8896 1.0617 4.2123
H -1.5101 2.6243 1.7485
H 0.0534 3.1940 1.2850
H -0.7793 2.9309 4.2330
H -1.0220 4.3721 3.2523
H 0.6102 3.8166 3.5786
C -1.6565 4.3151 -4.4056
C -1.3000 3.1211 -3.5278
N -2.1773 2.9631 -2.3742
C -1.6625 2.0305 -1.3751
C -1.5093 0.5676 -1.7851
C -3.6027 2.8487 -2.6571
C -4.0549 1.7264 -3.5897
H -1.7071 5.2353 -3.8177
H -0.8924 4.4511 -5.1754
H -2.6124 4.1744 -4.9161
H -0.2765 3.2824 -3.1717
H -1.2759 2.2155 -4.1486
H -2.2868 2.0824 -0.4752
H -0.6799 2.3939 -1.0506
H -2.4748 0.0634 -1.8543
H -0.9282 0.0346 -1.0262
H -0.9839 0.4544 -2.7356
H -3.9429 3.7981 -3.0859
H -4.1562 2.7694 -1.7145
H -3.4452 1.6598 -4.4933
H -5.0863 1.9092 -3.9079
H -4.0453 0.7566 -3.0898
C -5.1911 -4.2513 -7.8783
C -4.2536 -3.1018 -7.5280
N -4.6807 -2.3355 -6.3636
C -3.9755 -1.0656 -6.2137
C -2.4717 -1.1185 -5.9518
C -4.8792 -3.0903 -5.1312
C -3.7002 -3.9023 -4.5962
H -6.2201 -3.9003 -7.9911
H -4.8860 -4.7038 -8.8255
H -5.1721 -5.0380 -7.1201
H -4.2285 -2.4357 -8.3975
H -3.2357 -3.4951 -7.4061
H -4.4525 -0.4778 -5.4208
H -4.1382 -0.4804 -7.1270
H -2.2494 -1.4384 -4.9326
H -2.0445 -0.1176 -6.0689
H -1.9508 -1.7773 -6.6492
H -5.7182 -3.7784 -5.2845
H -5.2297 -2.4151 -4.3427
H -3.2124 -4.4943 -5.3733
H -4.0546 -4.6007 -3.8315
H -2.9523 -3.2663 -4.1211
C 7.5016 -6.2371 2.0309
C 7.3282 -5.0718 2.9978
N 6.0408 -5.0654 3.6810
C 5.7483 -3.8032 4.3561
C 6.6571 -3.3907 5.5117
C 5.7020 -6.2702 4.4308
C 6.6701 -6.7249 5.5225
H 6.6753 -6.2831 1.3167
H 8.4280 -6.1142 1.4636
H 7.5642 -7.1944 2.5539
H 7.4171 -4.1529 2.4071
H 8.1654 -5.0689 3.7080
H 4.7101 -3.8134 4.7079
H 5.7770 -3.0053 3.6034
H 6.4710 -3.9877 6.4056
H 6.4573 -2.3490 5.7804
H 7.7156 -3.4621 5.2547
H 5.5894 -7.0948 3.7180
H 4.7039 -6.1586 4.8681
H 7.7098 -6.7204 5.1888
H 6.4298 -7.7503 5.8200
H 6.5889 -6.1086 6.4186
C -8.7158 1.5412 3.0956
C -8.2051 0.7901 1.8718
N -7.9356 1.6536 0.7284
C -7.7526 0.9217 -0.5217
C -6.5548 -0.0198 -0.6195
C -7.0004 2.7505 0.9537
C -5.6007 2.4002 1.4590
H -9.5871 2.1528 2.8475
H -9.0156 0.8297 3.8695
H -7.9475 2.1876 3.5269
H -8.9823 0.0700 1.5933
H -7.3219 0.2025 2.1557
H -7.7138 1.6327 -1.3554
H -8.6601 0.3333 -0.7032
H -5.6174 0.5291 -0.7251
H -6.6550 -0.6484 -1.5098
H -6.4778 -0.6866 0.2414
H -7.4532 3.4420 1.6731
H -6.9067 3.3437 0.0374
H -5.6203 1.6920 2.2901
H -5.1041 3.3073 1.8180
H -4.9740 1.9896 0.6658
*
```


The records above give, respectively, max |F| values of 6.54; 2.13; 1.08; 1.62; 4.73 eV/A.